1.
A cluster of 4 separate species, C29H37Cl2F5N2O10P in total at a distorted geometry, computed with wB97M-V/def2-TZVPD.

Each atom is followed by the atoms it is bonded to, with distances in Å.
Cartesian coordinates (Å):
1 C -1.267 -0.610 1.196  C2 1.525, H32 1.085, H33 1.089, H34 1.086
2 C -1.910 0.773 1.210  C1 1.525, Cl3 1.841, C4 1.538, H35 1.079
3 Cl -1.308 1.642 2.718  C2 1.841
4 C -3.445 0.836 1.270  C2 1.538, Cl5 1.805, C6 1.567, H36 1.082
5 Cl -4.059 -0.527 2.281  C4 1.805
6 C -4.186 1.065 -0.092  C4 1.567, P7 1.884, C9 1.569, N12 1.470
7 P -5.339 -0.372 -0.487  C6 1.884, N8 1.562, H37 1.403, H38 1.409
8 N -4.720 -1.778 -0.771  P7 1.562, H39 1.014
9 C -3.295 1.078 -1.383  C6 1.569, O10 1.236, O11 1.247
10 O -3.639 1.893 -2.246  C9 1.236
11 O -2.390 0.221 -1.396  C9 1.247
12 N -5.041 2.245 0.099  C6 1.470, C13 1.444, O23 1.409
13 C -4.590 3.594 -0.151  N12 1.444, C14 1.517, H40 1.098, H41 1.097
14 C -3.174 3.879 0.311  C13 1.517, C15 1.529, H42 1.084, H43 1.093
15 C -2.791 5.317 -0.043  C14 1.529, C16 1.526, H44 1.090, H45 1.091
16 C -2.119 5.508 -1.400  C15 1.526, F17 1.343, F18 1.370, C19 1.544
17 F -1.731 4.358 -1.975  C16 1.343
18 F -2.963 6.135 -2.279  C16 1.370
19 C -0.865 6.407 -1.334  C16 1.544, F20 1.339, F21 1.338, F22 1.337
20 F -0.006 5.959 -0.411  C19 1.339
21 F -1.187 7.673 -1.043  C19 1.338
22 F -0.218 6.406 -2.504  C19 1.337
23 O -6.367 2.109 -0.357  N12 1.409, C24 1.364
24 C -7.296 2.420 0.591  O23 1.364, O25 1.205, C26 1.496
25 O -7.078 2.575 1.767  C24 1.205
26 C -8.648 2.516 -0.044  C24 1.496, C27 1.386, C31 1.387
27 C -9.488 3.573 0.268  C26 1.386, C28 1.382, H46 1.081
28 C -10.723 3.657 -0.346  C27 1.382, C29 1.384, H47 1.082
29 C -11.122 2.703 -1.266  C28 1.384, C30 1.385, H48 1.082
30 C -10.281 1.642 -1.561  C29 1.385, C31 1.383, H49 1.082
31 C -9.040 1.550 -0.958  C26 1.387, C30 1.383, H50 1.081
32 H -0.939 -0.926 2.180  C1 1.085
33 H -0.383 -0.564 0.561  C1 1.089
34 H -1.931 -1.350 0.760  C1 1.086
35 H -1.513 1.350 0.389  C2 1.079
36 H -3.711 1.690 1.880  C4 1.082
37 H -6.045 0.053 -1.622  P7 1.403
38 H -6.289 -0.361 0.555  P7 1.409
39 H -3.709 -1.772 -0.685  N8 1.014
40 H -4.677 3.849 -1.215  C13 1.098
41 H -5.264 4.282 0.375  C13 1.097
42 H -2.441 3.175 -0.068  C14 1.084
43 H -3.137 3.812 1.401  C14 1.093
44 H -2.123 5.729 0.713  C15 1.090
45 H -3.672 5.960 -0.053  C15 1.091
46 H -9.156 4.310 0.986  C27 1.081
47 H -11.369 4.495 -0.118  C28 1.082
48 H -12.087 2.797 -1.747  C29 1.082
49 H -10.602 0.910 -2.289  C30 1.082
50 H -8.387 0.727 -1.211  C31 1.081
51 O 1.116 -2.493 2.310  C52 1.195
52 C 1.430 -3.013 1.281  O51 1.195, O53 1.354, C56 1.518
53 O 1.685 -2.293 0.162  C52 1.354, C54 1.436
54 C 1.924 -3.168 -0.952  O53 1.436, C55 1.526, H57 1.092, H58 1.088
55 C 2.360 -4.492 -0.332  C54 1.526, C56 1.528, H59 1.089, H60 1.092
56 C 1.571 -4.493 0.977  C52 1.518, C55 1.528, H61 1.092, H62 1.086
57 H 0.999 -3.250 -1.527  C54 1.092
58 H 2.688 -2.719 -1.584  C54 1.088
59 H 2.164 -5.349 -0.974  C55 1.089
60 H 3.430 -4.470 -0.113  C55 1.092
61 H 0.570 -4.914 0.862  C56 1.092
62 H 2.090 -4.998 1.787  C56 1.086
63 O 5.335 -5.291 0.014  C64 1.199
64 C 6.319 -4.885 -0.539  O63 1.199, O65 1.347, C68 1.517
65 O 7.346 -5.686 -0.880  C64 1.347, C66 1.448
66 C 8.434 -4.899 -1.422  O65 1.448, C67 1.521, H69 1.082, H70 1.088
67 C 7.783 -3.614 -1.913  C66 1.521, C68 1.527, H71 1.086, H72 1.091
68 C 6.630 -3.452 -0.925  C64 1.517, C67 1.527, H73 1.090, H74 1.087
69 H 9.153 -4.725 -0.632  C66 1.082
70 H 8.911 -5.466 -2.218  C66 1.088
71 H 8.475 -2.777 -1.940  C67 1.086
72 H 7.385 -3.760 -2.919  C67 1.091
73 H 6.934 -2.915 -0.026  C68 1.090
74 H 5.753 -2.976 -1.358  C68 1.087
75 O 10.723 -3.047 -0.616  C76 1.197
76 C 10.577 -2.671 0.511  O75 1.197, O77 1.353, C80 1.516
77 O 9.399 -2.809 1.163  C76 1.353, C78 1.441
78 C 9.462 -2.182 2.458  O77 1.441, C79 1.524, H81 1.091, H82 1.086
79 C 10.948 -2.121 2.793  C78 1.524, C80 1.529, H83 1.087, H84 1.091
80 C 11.578 -1.970 1.408  C76 1.516, C79 1.529, H85 1.091, H86 1.086
81 H 9.011 -1.191 2.380  C78 1.091
82 H 8.884 -2.776 3.160  C78 1.086
83 H 11.194 -1.322 3.488  C79 1.087
84 H 11.265 -3.065 3.239  C79 1.091
85 H 11.644 -0.926 1.096  C80 1.091
86 H 12.554 -2.439 1.325  C80 1.086

Results
DFT total energy in eV: -102051.0511
Net charge: -1

---

2.
A cluster of 7 separate species, C66H76N3O16S in total at a distorted geometry, computed with wB97M-V/def2-TZVPD.

Each atom is followed by the atoms it is bonded to, with distances in Å.
Cartesian coordinates (Å):
1 C -4.229 2.024 -1.483  C2 1.428, H39 1.191
2 C -3.570 1.105 -0.610  C1 1.428, C3 1.674
3 C -2.795 0.237 0.593  C2 1.674, C4 1.639, N34 1.508, H40 1.194
4 C -1.461 1.108 0.975  C3 1.639, C5 1.638, O7 1.469, H41 1.194
5 C -0.902 0.899 2.501  C4 1.638, N6 1.528, H42 1.187, H43 1.170
6 N 0.377 1.702 2.733  C5 1.528, H44 1.064, H45 1.061
7 O -0.476 0.891 -0.093  C4 1.469, C8 1.471
8 C 0.023 -0.493 -0.076  O7 1.471, C9 1.640, C29 1.636, H46 1.195
9 C 0.922 -0.699 -1.432  C8 1.640, C10 1.638, H47 1.195, H48 1.170
10 C 0.338 0.024 -2.780  C9 1.638, O11 1.467, H49 1.194, H50 1.194
11 O 0.358 -0.793 -3.998  C10 1.467, C12 1.467
12 C 1.712 -1.118 -4.459  O11 1.467, C13 1.638, H51 1.186, H52 1.195
13 C 2.461 0.047 -5.333  C12 1.638, O14 1.466, H53 1.189, H54 1.192
14 O 2.882 1.235 -4.584  C13 1.466, C15 1.468
15 C 3.779 0.922 -3.465  O14 1.468, C16 1.670, C28 1.637
16 C 3.638 1.878 -2.103  C15 1.670, C17 1.673, H55 1.193
17 C 4.564 1.602 -0.738  C16 1.673, C18 1.657, H56 1.174
18 C 5.681 0.381 -0.645  C17 1.657, C19 1.673, C27 1.672
19 C 6.578 0.059 0.730  C18 1.673, C20 1.632, C21 1.674, C22 1.624
20 C 8.044 0.776 0.742  C19 1.632, H57 1.192, H58 1.170, H59 1.184
21 C 6.885 -1.584 0.632  C19 1.674, H60 1.185, H61 1.194, H62 1.179
22 C 5.648 0.262 2.045  C19 1.624, C23 1.628, H63 1.193, H64 1.194
23 C 5.991 1.517 3.024  C22 1.628, C24 1.675, C25 1.673, C26 1.653
24 C 4.711 1.610 4.100  C23 1.675, H65 1.176, H66 1.194, H67 1.189
25 C 7.315 1.264 4.014  C23 1.673, H68 1.181, H69 1.193, H70 1.170
26 C 6.018 2.998 2.289  C23 1.653, H71 1.170, H72 1.192, H73 1.189
27 C 5.835 -0.534 -2.035  C18 1.672, C28 1.671, H74 1.187
28 C 4.910 -0.260 -3.400  C15 1.637, C27 1.671, H75 1.177
29 C -1.104 -1.644 0.205  C8 1.636, O30 1.502, N34 1.512, H76 1.194
30 O -1.029 -2.806 -0.744  C29 1.502, C31 1.470
31 C -0.092 -3.825 -0.249  O30 1.470, C32 1.645, H77 1.182, H78 1.194
32 C -0.864 -5.126 0.396  C31 1.645, C33 1.644, H79 1.172, H80 1.172
33 C 0.005 -6.479 0.054  C32 1.644, H81 1.177, H82 1.189, H83 1.189
34 N -2.543 -1.182 0.150  C3 1.508, C29 1.512, S35 1.783, C36 1.544
35 S -2.981 -1.236 -1.578  N34 1.783, H84 1.423
36 C -3.506 -2.199 0.798  N34 1.544, C37 1.636, H85 1.192, H86 1.191
37 C -3.370 -2.299 2.425  C36 1.636, N38 1.539, H87 1.191, H88 1.171
38 N -4.458 -1.520 3.184  C37 1.539, H89 1.065, H90 1.063
39 H -4.862 2.397 -2.420  C1 1.191
40 H -3.526 0.332 1.532  C3 1.194
41 H -1.783 2.255 0.897  C4 1.194
42 H -1.727 1.346 3.228  C5 1.187
43 H -0.684 -0.230 2.716  C5 1.170
44 H 0.147 2.355 3.541  N6 1.064
45 H 1.056 0.996 3.139  N6 1.061
46 H 0.802 -0.540 0.829  C8 1.195
47 H 1.971 -0.174 -1.207  C9 1.195
48 H 1.180 -1.809 -1.698  C9 1.170
49 H -0.802 0.344 -2.620  C10 1.194
50 H 0.918 1.062 -2.882  C10 1.194
51 H 2.437 -1.523 -3.612  C12 1.186
52 H 1.584 -2.044 -5.203  C12 1.195
53 H 1.689 0.410 -6.160  C13 1.189
54 H 3.378 -0.416 -5.938  C13 1.192
55 H 2.843 2.767 -2.149  C16 1.193
56 H 4.351 2.329 0.158  C17 1.174
57 H 8.659 0.326 -0.175  C20 1.192
58 H 8.046 1.937 0.595  C20 1.170
59 H 8.681 0.503 1.702  C20 1.184
60 H 7.279 -1.938 1.691  C21 1.185
61 H 7.774 -1.750 -0.148  C21 1.194
62 H 5.915 -2.188 0.341  C21 1.179
63 H 4.493 0.353 1.758  C22 1.193
64 H 5.709 -0.725 2.714  C22 1.194
65 H 4.773 2.565 4.785  C24 1.176
66 H 3.693 1.623 3.476  C24 1.194
67 H 4.660 0.623 4.763  C24 1.189
68 H 7.671 0.142 3.927  C25 1.181
69 H 7.010 1.469 5.149  C25 1.193
70 H 8.146 2.036 3.725  C25 1.170
71 H 6.196 2.959 1.133  C26 1.170
72 H 6.868 3.638 2.826  C26 1.192
73 H 5.002 3.568 2.526  C26 1.189
74 H 6.606 -1.432 -2.137  C27 1.187
75 H 5.053 -0.973 -4.326  C28 1.177
76 H -0.845 -2.127 1.266  C29 1.194
77 H 0.745 -3.400 0.470  C31 1.182
78 H 0.498 -4.225 -1.206  C31 1.194
79 H -1.898 -5.222 -0.147  C32 1.172
80 H -1.009 -4.917 1.540  C32 1.172
81 H -0.690 -7.427 0.124  C33 1.177
82 H 0.902 -6.534 0.832  C33 1.189
83 H 0.486 -6.418 -1.031  C33 1.189
84 H -4.060 -2.154 -1.709  S35 1.423
85 H -4.646 -1.943 0.560  C36 1.192
86 H -3.334 -3.299 0.374  C36 1.191
87 H -2.341 -1.856 2.829  C37 1.191
88 H -3.364 -3.434 2.712  C37 1.171
89 H -3.946 -0.959 3.930  N38 1.065
90 H -4.935 -2.281 3.753  N38 1.063
91 C -8.542 -5.575 0.423  C92 1.337, C97 1.476, H99 1.083
92 C -8.004 -4.589 -0.301  C91 1.337, C93 1.476, H100 1.083
93 C -6.872 -3.791 0.211  C92 1.476, O94 1.223, C95 1.476
94 O -6.380 -2.888 -0.450  C93 1.223
95 C -6.357 -4.127 1.554  C93 1.476, C96 1.337, H101 1.083
96 C -6.895 -5.113 2.278  C95 1.337, C97 1.476, H102 1.083
97 C -8.027 -5.910 1.766  C91 1.476, C96 1.476, O98 1.223
98 O -8.519 -6.814 2.427  C97 1.223
99 H -9.372 -6.169 0.062  C91 1.083
100 H -8.369 -4.331 -1.288  C92 1.083
101 H -5.527 -3.533 1.915  C95 1.083
102 H -6.530 -5.370 3.265  C96 1.083
103 C 2.394 5.881 1.873  C104 1.337, C109 1.476, H111 1.083
104 C 2.167 6.904 2.702  C103 1.337, C105 1.476, H112 1.083
105 C 2.686 8.255 2.412  C104 1.476, O106 1.223, C107 1.476
106 O 2.481 9.192 3.171  C105 1.223
107 C 3.464 8.432 1.169  C105 1.476, C108 1.337, H113 1.083
108 C 3.691 7.409 0.340  C107 1.337, C109 1.476, H114 1.083
109 C 3.172 6.058 0.630  C103 1.476, C108 1.476, O110 1.223
110 O 3.378 5.121 -0.129  C109 1.223
111 H 2.021 4.884 2.071  C103 1.083
112 H 1.598 6.791 3.617  C104 1.083
113 H 3.837 9.430 0.971  C107 1.083
114 H 4.261 7.522 -0.575  C108 1.083
115 C -12.877 -7.434 -1.511  C116 1.337, C121 1.476, H123 1.083
116 C -13.707 -8.420 -1.159  C115 1.337, C117 1.476, H124 1.083
117 C -13.252 -9.538 -0.309  C116 1.476, O118 1.223, C119 1.476
118 O -14.010 -10.442 0.012  C117 1.223
119 C -11.845 -9.521 0.139  C117 1.476, C120 1.337, H125 1.083
120 C -11.015 -8.534 -0.213  C119 1.337, C121 1.476, H126 1.083
121 C -11.471 -7.417 -1.063  C115 1.476, C120 1.476, O122 1.223
122 O -10.712 -6.512 -1.384  C121 1.223
123 H -13.195 -6.607 -2.135  C115 1.083
124 H -14.742 -8.447 -1.479  C116 1.083
125 H -11.527 -10.347 0.763  C119 1.083
126 H -9.980 -8.508 0.107  C120 1.083
127 C -1.501 -8.373 -3.431  C128 1.337, C133 1.476, H135 1.083
128 C -2.560 -9.152 -3.671  C127 1.337, C129 1.476, H136 1.083
129 C -2.543 -10.591 -3.341  C128 1.476, O130 1.223, C131 1.476
130 O -3.511 -11.306 -3.561  C129 1.223
131 C -1.310 -11.135 -2.736  C129 1.476, C132 1.337, H137 1.083
132 C -0.251 -10.355 -2.497  C131 1.337, C133 1.476, H138 1.083
133 C -0.269 -8.916 -2.826  C127 1.476, C132 1.476, O134 1.223
134 O 0.699 -8.202 -2.606  C133 1.223
135 H -1.498 -7.316 -3.668  C127 1.083
136 H -3.472 -8.768 -4.113  C128 1.083
137 H -1.314 -12.192 -2.500  C131 1.083
138 H 0.660 -10.739 -2.054  C132 1.083
139 C 7.968 8.230 -4.021  C140 1.337, C145 1.476, H147 1.083
140 C 7.630 8.356 -2.734  C139 1.337, C141 1.476, H148 1.083
141 C 6.391 9.049 -2.332  C140 1.476, O142 1.223, C143 1.476
142 O 6.081 9.167 -1.154  C141 1.223
143 C 5.539 9.596 -3.406  C141 1.476, C144 1.337, H149 1.083
144 C 5.877 9.470 -4.693  C143 1.337, C145 1.476, H150 1.083
145 C 7.116 8.777 -5.095  C139 1.476, C144 1.476, O146 1.223
146 O 7.426 8.659 -6.273  C145 1.223
147 H 8.874 7.725 -4.333  C139 1.083
148 H 8.244 7.960 -1.934  C140 1.083
149 H 4.632 10.101 -3.094  C143 1.083
150 H 5.263 9.867 -5.493  C144 1.083
151 C -0.423 10.067 2.786  C152 1.337, C157 1.476, H159 1.083
152 C -0.761 10.193 4.073  C151 1.337, C153 1.476, H160 1.083
153 C -2.001 10.886 4.475  C152 1.476, O154 1.223, C155 1.476
154 O -2.310 11.004 5.653  C153 1.223
155 C -2.853 11.433 3.401  C153 1.476, C156 1.337, H161 1.083
156 C -2.515 11.307 2.114  C155 1.337, C157 1.476, H162 1.083
157 C -1.275 10.614 1.712  C151 1.476, C156 1.476, O158 1.223
158 O -0.966 10.497 0.534  C157 1.223
159 H 0.483 9.562 2.474  C151 1.083
160 H -0.147 9.797 4.873  C152 1.083
161 H -3.759 11.938 3.713  C155 1.083
162 H -3.129 11.704 1.314  C156 1.083

Results
DFT total energy in eV: -117701.3946
Net charge: +1

---

3.
A cluster of 2 separate species, CH5N3O2 in total at a distorted geometry, computed with wB97M-V/def2-TZVPD.

Each atom is followed by the atoms it is bonded to, with distances in Å.
Cartesian coordinates (Å):
1 N 2.172 0.520 -0.119  N2 1.399, H6 1.017, H7 1.017
2 N 1.072 0.122 0.646  N1 1.399, N3 1.743, C4 1.725, H8 1.010
3 N -0.485 -0.615 0.383  N2 1.743, C4 1.293
4 C -0.483 0.650 0.115  N2 1.725, N3 1.293, O5 1.188
5 O -0.967 1.460 -0.607  C4 1.188
6 H 1.951 1.354 -0.659  N1 1.017
7 H 2.414 -0.218 -0.775  N1 1.017
8 H 1.152 0.327 1.632  N2 1.010
9 O -2.381 -0.988 -0.514  H10 0.970, H11 1.038
10 H -2.913 -1.038 0.296  O9 0.970
11 H -1.532 -1.575 -0.398  O9 1.038

Results
Net charge: 0
Energy relative to the best compared isomer or geometry (same formula, charge and spin) in kcal per mole: 90.3

---

| no. | molar mass (g/mol) |
| --- | --- |
| 1 | 770.5 |
| 2 | 1199.4 |
| 3 | 91.1 |